(1)
A cluster of 2 separate species, C4H10N2O2 in total, computed with wB97M-V/def2-TZVPD.

Last column: Mulliken charge in e.
Cartesian coordinates (Å):
C -0.06315 -1.99409 -1.02571  -0.85
N -0.13943 -1.32183 0.25044  -0.51
C -1.04196 -0.43450 0.45117  0.53
N -1.31230 -0.01584 1.72697  -0.45
O -1.99440 -0.00850 -0.42153  -0.52
H 0.01949 -1.29576 -1.86927  0.32
H 0.82479 -2.62440 -1.00481  0.26
H -0.94167 -2.62745 -1.18613  0.34
H -0.68035 -0.31715 2.44648  0.25
H -1.88942 0.80279 1.81402  0.23
H -1.68076 -0.13926 -1.32810  0.37
C 1.32172 1.80415 0.54682  -1.12
C 1.14059 0.93125 -0.65587  0.45
O 0.42087 1.13812 -1.60286  -0.53
H 1.37504 1.17620 1.43326  0.26
H 0.50148 2.51273 0.63360  0.29
H 2.27115 2.33044 0.45851  0.39
H 1.86830 0.08309 -0.66698  0.29

Computed properties:
DFT total energy, hartree: -418.38866
HOMO-LUMO gap, eV: 9.790
ΔE to the lowest compared entry with this formula, charge and spin, kJ/mol: 189.8

(2)
A cluster of 2 separate species, C6H15O2 in total, computed with wB97M-V/def2-TZVPD.

Last column: Mulliken charge in e.
Cartesian coordinates (Å):
C 2.37424 -0.67673 0.05751  -0.73
O 2.10855 -1.10398 1.30064  -0.84
C 1.18282 -0.67731 -0.99967  -0.69
C -0.30128 -0.41623 -0.53993  -0.17
C -0.59947 -0.18111 0.93741  0.64
C -0.02505 1.21641 1.33792  -1.42
C -2.11250 -0.10806 1.15204  -1.56
H 3.16088 -1.30512 -0.44906  0.29
H 2.78412 0.37615 -0.01218  0.22
H 1.43600 0.20109 -1.61456  0.21
H 1.21309 -1.56283 -1.65124  0.52
H -0.81061 -1.32937 -0.86563  0.63
H -0.69625 0.44356 -1.07678  -0.74
H 0.01727 -0.82807 1.56303  0.48
H 0.27489 1.14709 2.37417  0.32
H -0.68682 2.05828 1.13148  0.42
H 0.91024 1.36679 0.79243  0.31
H -2.38750 0.02097 2.20068  0.38
H -2.60623 -1.01366 0.78813  0.40
H -2.50330 0.74738 0.59482  0.29
H -1.64244 0.55797 -2.70354  0.40
H -1.62121 2.05194 -2.25097  0.30
O -2.17709 1.35104 -2.60624  -0.68

Computed properties:
DFT total energy, hartree: -388.04794
HOMO-LUMO gap, eV: 5.979
ΔE to the lowest compared entry with this formula, charge and spin, kJ/mol: 127.7
Total charge: -1

(3)
A structure of composition C45H41FNOP2PdSi, computed with wB97M-V/def2-TZVPD.

Last column: Mulliken charge in e.
Cartesian coordinates (Å):
Pd 0.11117 -0.66123 -0.20033  0.43
C 3.37181 -2.91033 -2.34829  -0.97
Si 1.87117 -3.25456 -1.25732  0.03
C 2.38500 -2.84996 0.50413  -0.43
C 1.61345 -5.12306 -1.24447  -1.27
N 0.48571 -2.35327 -1.69221  0.67
C -0.13188 -2.46918 -2.88600  0.46
C 0.26536 -3.30456 -3.96863  -0.18
C -0.39973 -3.37806 -5.18247  -0.99
C -1.53797 -2.61924 -5.42443  -0.52
C -1.97817 -1.79501 -4.39280  -0.82
C -1.30057 -1.74077 -3.19871  -0.29
F -1.83631 -0.92053 -2.23853  0.10
H 4.28464 -3.28660 -1.87654  0.35
H 3.48443 -1.83440 -2.49915  0.12
H 3.29004 -3.37316 -3.33287  0.41
H 3.46831 -2.91935 0.63263  0.50
H 1.92018 -3.54283 1.21101  0.22
H 2.06886 -1.84138 0.79738  -0.53
H 2.50605 -5.61428 -0.84421  0.35
H 1.41306 -5.54362 -2.23040  0.36
H 0.76912 -5.37831 -0.59937  0.28
H 1.14897 -3.91431 -3.84224  0.13
H -0.01425 -4.04161 -5.94851  0.38
H -2.06681 -2.66565 -6.36654  0.37
H -2.86607 -1.18121 -4.49205  0.40
O 0.06618 1.51272 2.65301  0.06
C 0.50460 0.25834 3.01375  0.86
C 1.67681 0.08278 3.73028  -1.16
C 2.05514 -1.19513 4.12250  -0.68
C 1.26057 -2.28141 3.79507  -0.89
C 0.10727 -2.08417 3.05025  -0.84
C -0.29408 -0.81572 2.62441  0.08
P -1.72258 -0.81167 1.46488  0.77
C -2.51894 0.84550 1.38518  0.94
C -2.71617 1.74368 2.43378  -0.01
C -3.39393 2.93568 2.23092  -0.70
C -3.90645 3.24599 0.97567  -0.69
C -3.73896 2.35209 -0.06858  -0.43
C -3.05055 1.16177 0.13579  -0.41
C -2.98872 -1.63213 2.55233  0.16
C -3.79927 -2.60362 1.97838  -0.23
C -4.77823 -3.25107 2.72561  -0.57
C -4.94917 -2.93649 4.06387  -0.49
C -4.13698 -1.97234 4.65372  -0.73
C -3.16625 -1.33016 3.90279  -0.29
C 0.98121 2.47905 2.30830  -1.39
C 1.37230 3.37632 3.29393  0.16
C 2.23071 4.41551 2.97598  -0.60
C 2.68859 4.55256 1.67211  -0.90
C 2.27481 3.65372 0.70204  -0.41
C 1.40728 2.59748 0.98992  0.40
P 0.84181 1.42676 -0.34047  2.05
C -0.22001 2.53503 -1.34371  0.30
C -0.66990 2.02407 -2.56397  -0.54
C -1.53042 2.75678 -3.36246  -0.78
C -1.97849 4.00647 -2.94392  -0.72
C -1.55874 4.50931 -1.72341  -0.54
C -0.68307 3.77743 -0.92766  -0.68
C 2.41491 1.43600 -1.31591  0.55
C 3.44569 0.61116 -0.86341  -0.49
C 4.65682 0.55600 -1.53043  -0.65
C 4.85773 1.31031 -2.68249  -0.52
C 3.83907 2.12677 -3.14598  -0.80
C 2.63041 2.19561 -2.45988  -0.06
H 2.29187 0.93832 3.97610  0.50
H 2.97417 -1.33395 4.67812  0.39
H 1.54795 -3.28272 4.08745  0.39
H -0.49077 -2.94102 2.75780  0.45
H -2.33732 1.51627 3.42055  0.12
H -3.52272 3.62236 3.05891  0.42
H -4.42060 4.18574 0.81394  0.39
H -4.11944 2.58320 -1.05573  0.46
H -2.89420 0.48452 -0.69271  0.11
H -3.66145 -2.85290 0.93220  0.38
H -5.40060 -4.00512 2.26027  0.41
H -5.70535 -3.44260 4.65083  0.37
H -4.26160 -1.72545 5.70090  0.40
H -2.52746 -0.59279 4.37547  0.19
H 0.99067 3.24383 4.29783  0.54
H 2.54114 5.11553 3.74164  0.39
H 3.36126 5.35897 1.41030  0.43
H 2.63066 3.76892 -0.31493  0.47
H -0.35712 1.03307 -2.87383  0.35
H -1.86571 2.34288 -4.30525  0.44
H -2.66112 4.57624 -3.56235  0.33
H -1.91759 5.47122 -1.37841  0.38
H -0.37554 4.17983 0.02982  0.29
H 3.28337 -0.00729 0.01236  0.17
H 5.43896 -0.09836 -1.16637  0.39
H 5.79565 1.24787 -3.21914  0.37
H 3.97992 2.71436 -4.04482  0.40
H 1.84637 2.84458 -2.83225  0.38

Computed properties:
DFT total energy, hartree: -3069.46638
HOMO-LUMO gap, eV: 5.886
Total charge: -1

Q: Which of these has the lowest HOMO-LUMO gap?
A: C45H41FNOP2PdSi